Record 1
The following is a quantum chemistry calculation of C21H30BF6MnN11O7PS3Te as an isolated structure, from OMol25.

```
82
Properties=species:S:1:pos:R:3:mulliken_charge:R:1
Mn -0.21 -0.30 0.40 0.46
C -3.32 1.69 2.49 -1.84
C -2.35 1.66 1.49 -0.61
N -1.63 0.55 1.59 0.30
N -2.08 -0.13 2.66 0.34
C -3.11 0.53 3.21 -0.01
B -1.29 -1.39 3.13 0.36
N -1.44 -2.47 2.02 0.31
C -1.87 -3.74 2.00 0.11
C -1.68 -4.24 0.72 -1.71
C -1.11 -3.19 0.01 -0.17
N -0.97 -2.13 0.80 0.58
N 0.21 -1.01 3.19 0.72
C 1.10 -1.23 4.17 0.02
C 2.35 -0.86 3.72 -1.64
C 2.13 -0.42 2.42 -0.50
N 0.85 -0.52 2.10 0.05
N -1.76 -1.80 4.50 0.39
C -1.77 -1.01 5.61 -0.34
C -2.10 -1.80 6.69 -1.00
C -2.28 -3.08 6.13 -0.33
N -2.07 -3.08 4.83 -1.03
H -4.04 2.46 2.69 0.50
H -2.11 2.39 0.73 0.93
H -3.62 0.15 4.08 0.63
H -2.26 -4.19 2.89 0.52
H -1.92 -5.23 0.37 0.48
H -0.79 -3.16 -1.02 0.42
H 0.79 -1.64 5.12 0.42
H 3.28 -0.90 4.26 0.44
H 2.84 -0.05 1.70 0.64
H -1.52 0.03 5.56 0.59
H -2.20 -1.49 7.71 0.46
H -2.55 -4.00 6.63 0.47
C 4.66 0.68 -3.73 -1.23
C 3.61 -0.40 -3.76 -0.30
O 2.87 -0.31 -2.50 0.34
P 1.66 -1.23 -2.15 -0.32
O 1.30 -1.07 -0.72 0.21
Te -0.29 -0.74 -3.56 -0.13
O 2.01 -2.69 -2.59 -0.17
C 3.05 -3.44 -1.87 -0.24
C 2.44 -4.25 -0.76 -1.01
H 5.23 0.65 -4.67 0.43
H 5.35 0.52 -2.91 0.35
H 4.21 1.66 -3.63 0.20
H 4.04 -1.40 -3.83 0.37
H 2.91 -0.26 -4.58 0.34
H 3.80 -2.73 -1.50 0.25
H 3.51 -4.06 -2.63 0.42
H 1.98 -3.61 -0.01 0.06
H 3.21 -4.84 -0.27 0.45
H 1.68 -4.93 -1.15 0.31
C -4.73 2.12 -1.26 -0.99
N -3.75 1.06 -1.55 -0.06
C -2.47 1.17 -1.85 0.83
S -1.61 -0.38 -1.57 -0.56
N -1.84 2.24 -2.25 1.15
C -2.43 3.52 -2.68 -1.01
H -5.65 1.63 -0.98 0.35
H -4.91 2.74 -2.13 0.36
H -4.39 2.74 -0.43 0.33
H -4.04 0.13 -1.30 0.33
H -0.82 2.17 -2.33 -0.66
H -2.94 4.01 -1.86 0.39
H -3.12 3.35 -3.51 0.43
H -1.61 4.15 -3.00 0.18
F 2.96 2.69 1.34 -0.23
C 2.91 2.48 0.03 0.50
F 3.75 3.28 -0.59 -0.19
F 3.26 1.21 -0.21 -0.10
S 1.17 2.78 -0.53 1.22
O 0.44 1.66 0.03 -1.13
O 0.85 4.08 -0.03 -0.75
N 1.12 2.63 -2.10 -0.25
S 1.45 3.90 -3.06 0.93
O 2.82 4.28 -3.06 -0.64
O 0.42 4.89 -3.03 -0.71
C 1.16 3.03 -4.66 0.61
F 1.42 3.88 -5.65 -0.22
F 1.93 1.96 -4.81 -0.18
F -0.12 2.64 -4.76 -0.21
```

Calculated values
Charge ... +1
Spin multiplicity ... 2
E_tot ... -150376.56066 eV

=====

Record 2
The following is a quantum chemistry calculation of a 2-piece molecular cluster, C21H30BrN4O4P overall in a non-equilibrium geometry, from OMol25.

```
61
Properties=species:S:1:pos:R:3:nbo_charge:R:1
C -3.93 0.34 -3.04 -0.63
C -3.00 1.52 -2.88 -0.07
O -1.69 1.00 -2.47 -0.53
C -0.81 2.02 -2.47 0.89
O -1.10 3.18 -2.71 -0.66
N 0.48 1.58 -2.24 -0.43
C 1.63 2.33 -2.45 0.14
C 1.69 3.67 -2.71 -0.25
C 2.94 4.26 -2.89 -0.24
C 4.09 3.47 -2.81 -0.24
C 4.03 2.11 -2.55 -0.14
Br 5.60 1.10 -2.36 0.07
C 2.78 1.48 -2.40 -0.01
C 2.30 0.18 -2.20 -0.11
N 2.94 -1.04 -2.39 0.48
O 3.87 -1.13 -3.23 -0.48
O 2.54 -2.05 -1.74 -0.58
C 0.85 0.23 -1.87 -0.21
H -4.95 0.70 -3.20 0.22
H -3.64 -0.24 -3.92 0.22
H -3.92 -0.32 -2.17 0.20
H -2.88 2.07 -3.82 0.21
H -3.34 2.23 -2.10 0.18
H 0.77 4.23 -2.76 0.25
H 2.99 5.32 -3.08 0.21
H 5.06 3.91 -2.99 0.22
H 0.22 -0.59 -2.26 0.22
C -2.59 1.82 2.18 -0.62
C -2.55 0.29 2.08 0.11
C -3.18 -0.30 3.34 -0.61
C -3.33 -0.18 0.86 -0.63
N -1.18 -0.24 1.98 -0.64
P -1.02 -1.91 1.62 1.18
H 0.81 0.28 -0.80 0.16
N 0.66 -1.67 1.94 -0.61
C 1.52 -2.87 1.97 0.11
C 3.02 -2.52 2.02 -0.63
C 1.22 -3.71 0.74 -0.64
C 1.14 -3.67 3.22 -0.61
C 0.82 -0.71 2.95 -0.03
C -0.26 0.14 2.98 -0.05
H -2.10 2.30 1.32 0.24
H -3.66 2.15 2.17 0.23
H -2.14 2.17 3.12 0.21
H -3.12 -1.40 3.31 0.20
H -2.65 0.06 4.24 0.21
H -4.24 0.01 3.39 0.23
H -3.35 -1.28 0.81 0.21
H -4.37 0.15 0.94 0.23
H -2.92 0.21 -0.08 0.25
H 3.27 -1.95 2.93 0.20
H 3.59 -3.47 2.04 0.23
H 3.33 -1.97 1.12 0.26
H 0.15 -3.97 0.69 0.19
H 1.54 -3.20 -0.18 0.29
H 1.78 -4.65 0.80 0.23
H 0.07 -3.89 3.21 0.20
H 1.71 -4.61 3.23 0.23
H 1.38 -3.09 4.13 0.21
H 1.62 -0.76 3.69 0.25
H -0.48 0.89 3.74 0.24
```

Calculated values
Charge ... 0
E_tot ... -115740.42905 eV

=====

Record 3
The following is a quantum chemistry calculation of one molecule with the formula C21H30ClN3O2, from OMol25.

```
57
Properties=species:S:1:pos:R:3:nbo_charge:R:1
C -1.36 6.14 0.17 -0.63
C -0.68 5.25 1.17 0.01
C -1.40 4.34 1.94 -0.24
C -0.75 3.52 2.85 -0.13
C 0.63 3.56 3.03 -0.09
C 1.31 2.59 3.95 -0.52
C 1.82 1.31 3.28 0.70
O 2.50 0.51 3.91 -0.65
N 1.44 1.14 1.99 -0.65
C 1.85 0.01 1.20 -0.23
C 2.82 0.32 0.04 0.11
C 3.86 1.35 0.47 -0.63
C 3.50 -1.00 -0.34 -0.61
N 2.12 0.78 -1.17 -0.62
C 1.19 1.76 -1.27 0.71
O 0.83 2.43 -0.32 -0.67
C 0.65 1.98 -2.68 -0.31
C -0.14 0.76 -3.22 -0.42
C -1.60 0.76 -2.75 -0.23
N -2.26 2.06 -2.86 -0.43
C -2.09 2.64 -4.21 -0.24
C -0.75 3.43 -4.20 -0.44
C -0.22 3.24 -2.76 -0.22
C -1.54 3.02 -2.01 -0.24
C 1.33 4.49 2.26 0.00
Cl 3.06 4.61 2.41 -0.01
C 0.70 5.32 1.36 -0.23
H -2.41 5.88 0.06 0.22
H -1.30 7.19 0.47 0.22
H -0.88 6.06 -0.81 0.22
H -2.47 4.26 1.81 0.21
H -1.33 2.80 3.42 0.21
H 2.17 3.04 4.44 0.25
H 0.63 2.26 4.73 0.24
H 0.99 1.89 1.49 0.45
H 2.35 -0.68 1.89 0.24
H 0.97 -0.50 0.79 0.20
H 4.32 1.05 1.42 0.23
H 4.64 1.43 -0.29 0.21
H 3.40 2.33 0.61 0.23
H 4.12 -1.35 0.48 0.23
H 2.76 -1.77 -0.57 0.21
H 4.14 -0.86 -1.22 0.21
H 2.36 0.30 -2.03 0.39
H 1.53 2.12 -3.33 0.22
H -0.12 0.80 -4.31 0.21
H 0.34 -0.18 -2.94 0.21
H -2.16 0.02 -3.32 0.20
H -1.65 0.47 -1.70 0.20
H -2.13 1.86 -4.96 0.20
H -2.93 3.32 -4.40 0.20
H -0.04 3.06 -4.95 0.20
H -0.92 4.49 -4.40 0.21
H 0.34 4.10 -2.40 0.22
H -2.11 3.95 -1.97 0.19
H -1.42 2.64 -1.00 0.23
H 1.29 6.02 0.78 0.22
```

Calculated values
Charge ... 0
ΔE to the lowest compared entry with this formula, charge and spin ... 0.194 eV
Structure (SMILES) ... Cc1ccc(CC(=O)NCC(C)(C)NC(=O)[C@H]2CCN3CC[C@H]2C3)c(Cl)c1
E_tot ... -43353.84657 eV

=====

Record 4
The following is a quantum chemistry calculation of C21H30CoN5O2Sb2 as an isolated structure in a non-equilibrium geometry, from OMol25.

```
61
Properties=species:S:1:pos:R:3:nbo_charge:R:1
Co -1.09 -0.94 -0.52 1.13
C 3.60 -1.92 -1.11 -0.96
Sb 1.71 -0.90 -1.03 1.20
C 1.78 -0.29 -3.10 -1.00
C 2.42 0.92 0.19 -0.61
C 2.66 2.00 -0.74 -0.01
C 3.89 2.05 -1.42 -0.17
C 4.16 3.04 -2.33 -0.19
C 3.20 4.02 -2.59 -0.09
C 1.99 4.00 -1.93 -0.22
C 1.69 3.00 -1.00 0.02
C 0.39 3.04 -0.31 -0.70
Sb -1.12 1.64 -1.12 0.94
C -2.76 2.47 0.00 -0.95
C -1.48 2.67 -2.98 -0.95
H 3.96 -2.15 -0.11 0.25
H 4.30 -1.28 -1.63 0.24
H 3.45 -2.84 -1.67 0.26
H 2.72 0.22 -3.29 0.25
H 0.96 0.36 -3.36 0.23
H 1.74 -1.20 -3.69 0.26
H 3.32 0.50 0.64 0.27
H 1.65 1.09 0.93 0.25
H 4.64 1.31 -1.18 0.23
H 5.11 3.06 -2.85 0.25
H 3.41 4.81 -3.30 0.24
H 1.27 4.78 -2.11 0.23
H -0.08 4.01 -0.42 0.26
H 0.46 2.79 0.75 0.25
H -2.75 3.55 -0.10 0.25
H -2.66 2.19 1.04 0.25
H -3.71 2.10 -0.39 0.23
H -1.75 3.70 -2.75 0.25
H -2.30 2.20 -3.51 0.24
H -0.60 2.66 -3.61 0.24
N -3.31 -1.28 -1.17 -0.68
N -3.55 -2.66 -1.05 -0.41
C -2.53 -3.54 -1.08 0.65
N -2.80 -4.83 -1.05 -0.74
N -1.31 -3.01 -1.19 -0.56
N -0.22 -3.79 -1.31 0.65
O -0.24 -4.95 -0.98 -0.36
O 0.77 -3.22 -1.75 -0.43
H -3.88 -0.78 -0.48 0.41
H -3.57 -0.95 -2.10 0.39
H -4.50 -3.01 -1.12 0.41
H -3.74 -5.19 -1.03 0.43
H -2.02 -5.49 -0.96 0.46
C -1.09 -0.99 1.38 -0.74
C -1.03 -1.04 2.61 0.14
C -1.00 -1.07 4.00 -0.24
C -1.81 -1.99 4.70 -0.16
C -1.82 -1.99 6.08 -0.21
C -1.04 -1.08 6.79 -0.16
C -0.22 -0.18 6.11 -0.23
C -0.20 -0.17 4.73 -0.11
H -2.41 -2.70 4.15 0.22
H -2.44 -2.69 6.61 0.23
H -1.05 -1.08 7.87 0.23
H 0.38 0.52 6.66 0.23
H 0.44 0.52 4.20 0.20
```

Calculated values
Charge ... +2
Spin multiplicity ... 5
ΔE to the lowest compared entry with this formula, charge and spin ... 0.000 eV
E_tot ... -84489.87381 eV

=====

Record 5
The following is a quantum chemistry calculation of C21H30HfN2Si as an isolated structure in a non-equilibrium geometry, from OMol25.

```
55
Properties=species:S:1:pos:R:3:nbo_charge:R:1
C -1.02 3.93 1.07 -0.35
C -1.85 2.86 0.58 -0.41
C -1.73 1.76 1.49 -0.30
H -2.54 2.93 -0.26 0.30
C -0.80 2.11 2.53 -0.36
C -0.35 3.46 2.27 -0.38
H 0.19 4.10 2.97 0.28
H -1.04 4.97 0.73 0.28
H -2.31 0.83 1.45 0.30
H -0.58 1.53 3.42 0.29
Hf 0.35 2.14 0.52 2.25
C 0.42 -0.06 0.17 -1.15
H 0.36 -0.75 1.01 0.28
H 1.44 0.15 -0.18 0.20
H -0.35 -0.21 -0.61 0.28
Si 0.53 -2.72 -0.74 1.15
C -0.42 -3.05 -2.31 -0.50
C -1.74 -2.58 -2.46 -0.17
H -2.25 -2.09 -1.63 0.19
C -2.40 -2.72 -3.69 -0.23
H -3.42 -2.35 -3.80 0.22
C -1.75 -3.34 -4.77 -0.20
H -2.26 -3.45 -5.73 0.23
C -0.44 -3.81 -4.61 -0.19
H 0.07 -4.30 -5.45 0.23
C 0.23 -3.66 -3.39 -0.20
H 1.26 -4.00 -3.27 0.22
C -0.38 -3.62 0.65 -0.38
C -1.24 -4.71 0.39 -0.22
H -1.35 -5.09 -0.64 0.24
C -2.00 -5.27 1.41 -0.19
H -2.70 -6.08 1.19 0.24
C -1.90 -4.78 2.72 -0.19
H -2.53 -5.19 3.51 0.23
C -0.98 -3.77 3.00 -0.21
H -0.88 -3.40 4.02 0.22
C -0.20 -3.21 1.98 -0.25
H 0.53 -2.43 2.22 0.18
H 1.09 -1.37 -1.10 -0.17
H 1.96 -3.18 -0.59 -0.16
N 0.93 3.64 -1.03 -0.93
C 2.21 4.43 -0.83 -0.22
C 2.31 4.99 0.58 -0.46
C 2.85 4.06 1.64 -0.21
N 2.22 2.67 1.64 -0.93
H 0.95 3.22 -1.97 0.43
H 0.15 4.30 -1.15 0.43
H 3.06 3.78 -1.08 0.22
H 2.23 5.25 -1.57 0.25
H 3.00 5.85 0.56 0.28
H 1.36 5.42 0.91 0.22
H 3.93 3.91 1.54 0.24
H 2.70 4.48 2.65 0.24
H 2.08 2.39 2.63 0.44
H 2.98 2.02 1.39 0.42
```

Calculated values
Charge ... +2
ΔE to the lowest compared entry with this formula, charge and spin ... 2.061 eV
E_tot ... -34410.58818 eV

=====

Record 6
The following is a quantum chemistry calculation of an isolated ion of composition C21H30NO4 and charge +1, from OMol25.

```
56
Properties=species:S:1:pos:R:3:nbo_charge:R:1
C -1.39 -4.18 -1.50 -0.26
O -1.12 -3.45 -0.33 -0.50
C 0.03 -2.75 -0.24 0.24
C 0.97 -2.69 -1.27 -0.27
C 2.18 -2.02 -1.13 -0.23
C 2.48 -1.38 0.06 -0.07
C 3.81 -0.70 0.26 -0.44
C 3.77 0.76 -0.21 -0.21
N 2.67 1.52 0.43 -0.41
C 2.96 1.83 1.84 -0.42
C 2.36 2.76 -0.33 -0.21
C 1.40 2.47 -1.49 -0.43
C 0.01 2.17 -0.97 -0.07
C -0.77 3.19 -0.45 -0.23
C -2.04 2.91 0.02 -0.26
C -2.58 1.63 -0.02 0.23
O -3.82 1.32 0.45 -0.50
C -4.66 2.36 0.90 -0.25
C -1.80 0.60 -0.58 0.35
O -2.16 -0.70 -0.72 -0.52
C -3.53 -1.07 -0.76 -0.25
C -0.51 0.88 -1.01 -0.29
C 1.53 -1.38 1.07 -0.31
C 0.31 -2.05 0.96 0.36
O -0.47 -1.94 2.05 -0.51
C -1.65 -2.71 2.21 -0.24
H -1.49 -3.53 -2.37 0.18
H -2.34 -4.69 -1.32 0.21
H -0.62 -4.94 -1.69 0.19
H 0.78 -3.20 -2.20 0.23
H 2.89 -2.04 -1.94 0.22
H 4.10 -0.76 1.31 0.22
H 4.57 -1.21 -0.32 0.25
H 3.61 0.77 -1.29 0.23
H 4.71 1.26 0.01 0.23
H 1.84 0.90 0.40 0.49
H 3.79 2.53 1.90 0.23
H 2.08 2.27 2.31 0.24
H 3.23 0.93 2.38 0.23
H 1.89 3.48 0.34 0.23
H 3.30 3.18 -0.69 0.22
H 1.76 1.65 -2.10 0.22
H 1.36 3.36 -2.12 0.25
H -0.41 4.20 -0.42 0.21
H -2.63 3.73 0.42 0.23
H -4.84 3.10 0.11 0.18
H -4.25 2.85 1.79 0.18
H -5.60 1.87 1.16 0.21
H -4.01 -0.97 0.21 0.20
H -3.53 -2.12 -1.06 0.19
H -4.07 -0.48 -1.50 0.19
H 0.06 0.07 -1.43 0.23
H 1.72 -0.92 2.03 0.22
H -2.40 -2.45 1.46 0.19
H -2.02 -2.45 3.20 0.20
H -1.43 -3.77 2.17 0.19
```

Calculated values
Charge ... +1
ΔE to the lowest compared entry with this formula, charge and spin ... 1.007 eV
Structure (SMILES) ... COc1ccc(CC[NH+](C)CCc2ccc(OC)c(OC)c2)cc1OC
E_tot ... -31936.67758 eV

=====

Record 7
The following is a quantum chemistry calculation of C21H31BaF5OP2 as an isolated structure in a non-equilibrium geometry, from OMol25.

```
61
Properties=species:S:1:pos:R:3:mulliken_charge:R:1
P -0.43 -2.02 -1.28 1.68
P -0.37 1.84 -1.91 1.05
C -1.19 -0.78 -2.40 -0.83
C -0.18 0.30 -2.77 -0.83
H -2.16 -0.40 -2.03 0.13
H -1.43 -1.34 -3.32 0.61
H 1.15 -0.09 -2.53 -0.50
H -0.20 0.50 -3.86 0.75
C -2.03 2.44 -1.63 -1.13
H -2.08 3.04 -0.71 0.29
H -2.77 1.63 -1.59 0.33
H -2.30 3.08 -2.48 0.41
C 0.36 2.99 -3.15 -1.88
H -0.33 3.03 -4.01 0.46
H 1.34 2.63 -3.49 0.53
H 0.47 3.99 -2.71 0.41
C -1.69 -3.16 -0.62 -1.65
H -1.78 -3.02 0.48 0.52
H -1.30 -4.19 -0.77 0.42
H -2.68 -3.03 -1.13 0.38
C 0.15 -3.13 -2.65 -2.07
H 0.83 -2.62 -3.34 0.44
H -0.72 -3.49 -3.22 0.47
H 0.66 -3.98 -2.18 0.46
Ba -3.02 -0.74 0.68 1.73
C 2.41 1.99 -1.27 -1.31
C 1.13 1.84 -0.67 -0.24
C 0.71 0.60 0.23 0.76
C 1.56 -0.71 0.30 -1.98
C 1.57 -1.54 -0.96 -0.02
C 2.08 -0.86 -2.18 -0.19
C 3.44 -0.18 -2.03 -1.30
C 3.52 1.08 -1.13 -0.85
C -1.25 -2.17 2.20 -1.62
H 2.66 2.94 -1.74 0.57
H 0.81 2.75 -0.11 0.90
H -0.32 0.25 -0.08 -0.75
H 0.52 0.95 1.27 0.08
H 2.58 -0.49 0.62 0.71
H 1.13 -1.33 1.10 0.41
H 2.01 -2.54 -0.81 0.79
H 2.23 -1.54 -3.03 0.26
H 3.80 0.13 -3.02 0.42
H 4.15 -0.93 -1.65 0.32
H 3.68 0.80 -0.08 0.30
H 4.43 1.64 -1.45 0.40
H -0.69 -1.37 2.68 0.27
H -0.56 -2.98 1.95 0.54
H -2.03 -2.54 2.89 0.26
F -0.85 0.88 7.63 -0.31
C -1.18 0.92 6.33 0.53
C -0.45 1.72 5.43 0.06
F 0.57 2.46 5.91 -0.30
C -0.76 1.69 4.08 0.22
F -0.03 2.41 3.19 -0.32
C -1.80 0.88 3.56 0.14
O -2.01 0.74 2.27 -0.78
C -2.57 0.15 4.52 0.21
F -3.63 -0.61 4.07 -0.37
C -2.25 0.15 5.86 0.29
F -2.94 -0.64 6.73 -0.30
```

Calculated values
Charge ... 0
ΔE to the lowest compared entry with this formula, charge and spin ... 0.633 eV
E_tot ... -57175.54451 eV

=====

Which value of E_tot does entry 5 give? -34410.58818 eV